Record 1
Entry from the Open Molecules 2025 dataset: a structure of composition C5H8O2 (the ωB97M-V functional and the def2-TZVPD basis).

```
15
Properties=species:S:1:pos:R:3:forces:R:3:lowdin_charge:R:1
O -0.98235 -1.63772 0.91708 2.0 -1.9 0.0 -0.113
C 0.12037 -0.84405 1.25240 3.1 0.3 0.5 -0.326
C 0.46436 0.22975 0.26860 0.1 0.2 0.2 -0.280
C -0.62700 1.30780 0.03807 -0.1 0.2 0.1 -0.035
C -0.38225 1.12775 -1.45860 -0.2 0.2 -0.3 -0.384
O -0.61596 1.80063 -2.42445 0.1 -0.3 0.4 0.107
C 0.39698 -0.16435 -1.22922 0.1 0.0 -0.1 -0.041
H -0.00112 -2.15893 0.96447 -4.5 -1.5 -0.9 0.126
H 0.14661 -0.55936 2.30467 -0.1 0.4 0.0 0.128
H 1.07959 -1.66537 1.18996 -0.5 2.2 0.4 0.174
H 1.42864 0.65150 0.56261 -0.1 0.1 -0.2 0.145
H -1.62248 0.93684 0.31254 0.1 0.1 -0.1 0.132
H -0.47023 2.30617 0.45291 -0.1 -0.1 -0.1 0.121
H -0.26138 -1.03232 -1.36211 0.1 0.2 0.0 0.126
H 1.32623 -0.29833 -1.78894 -0.1 0.0 0.1 0.122
```
Positions in Å, forces in eV/Å.

Results
Highest occupied orbital energy = -9.6230 eV
ΔE to the lowest compared entry with this formula, charge and spin = 362.2 kJ/mol
Strongest force on any atom = 4.85 eV/A
Frontier orbital gap = 10.2 eV
E = -9406.07815 eV
LUMO = 0.593 eV

=====

Record 2
Entry from the Open Molecules 2025 dataset: an isolated molecule of C6H10O (the ωB97M-V functional and the def2-TZVPD basis).

```
17
Properties=species:S:1:pos:R:3:forces:R:3:lowdin_charge:R:1
C 2.06735 0.28114 -0.00322 0.0 0.0 0.0 -0.110
C 1.05944 -0.51641 -0.83034 0.0 0.0 0.0 -0.216
C -0.38059 -0.07388 -0.64883 0.0 -0.2 0.5 -0.290
C -1.48555 -0.95832 -1.18176 0.0 0.0 0.0 -0.054
C -0.67639 0.85411 0.22994 0.1 -0.3 0.3 0.009
C -0.91516 1.38980 1.39938 -0.1 0.2 -0.4 -0.192
O -0.85970 0.59283 2.54781 -0.3 -0.1 0.1 -0.042
H 3.08896 -0.06192 -0.19661 -0.2 0.0 0.0 0.071
H 1.86137 0.16185 1.06607 0.0 0.0 -0.2 0.077
H 2.02244 1.35179 -0.23085 0.0 -0.2 0.0 0.078
H 1.07461 -1.56387 -0.48522 0.0 0.2 -0.2 0.118
H 1.35275 -0.54078 -1.88789 -0.1 0.1 0.1 0.113
H -2.44690 -0.64002 -0.76645 0.1 -0.1 -0.1 0.079
H -1.56942 -0.97279 -2.27369 0.1 0.0 0.1 0.078
H -1.28345 -1.98540 -0.84234 -0.1 0.2 -0.2 0.084
H -1.17183 2.42546 1.59618 0.2 0.0 -0.2 0.103
H -1.70479 0.12643 2.61322 0.3 0.0 0.1 0.093
```
Positions in Å, forces in eV/Å.

Results
Highest occupied orbital energy = -9.2819 eV
SMILES string = CCC(C)=C=CO
ΔE to the lowest compared entry with this formula, charge and spin = 165.0 kJ/mol
Strongest force on any atom = 0.57 eV/A
Frontier orbital gap = 10.1 eV
E = -8429.53033 eV
LUMO = 0.839 eV

=====

Record 3
Entry from the Open Molecules 2025 dataset: a structure of composition C4H9NO (the ωB97M-V functional and the def2-TZVPD basis).

```
15
Properties=species:S:1:pos:R:3:forces:R:3:lowdin_charge:R:1
C 1.52418 -0.86755 -0.67523 1.4 -1.4 0.2 -0.115
N 0.52247 -1.65387 -0.77043 0.0 1.1 -0.7 -0.030
C -0.25277 -0.42128 -1.37020 -1.9 0.4 -0.1 -0.230
C -0.39802 0.96986 -0.73114 -1.8 -3.2 2.5 -0.111
C -0.70922 0.92189 0.73036 2.6 -0.3 1.5 -0.377
O -0.66074 1.93107 1.38301 -0.2 0.5 0.8 0.030
H 2.38200 -0.91384 -1.38525 0.3 -0.3 0.5 0.100
H 1.67401 -0.18579 0.17668 -0.3 0.8 -0.4 0.094
H 0.14789 -3.69063 5.94245 0.0 0.0 0.0 0.000
H 0.26789 -4.38356 6.17956 0.0 0.0 0.0 0.000
H -1.27664 -0.78181 -1.39109 0.0 -0.5 0.1 0.110
H -0.01635 -0.34817 -2.42688 0.4 0.2 -0.1 0.102
H 0.28339 1.75962 -0.87540 -0.1 1.3 -0.8 0.117
H -1.52761 1.01004 -0.43536 0.0 1.4 -3.3 0.162
H -0.96135 -0.04638 1.20548 -0.3 -0.1 -0.4 0.148
```
Positions in Å, forces in eV/Å.

Results
Highest occupied orbital energy = -8.2929 eV
ΔE to the lowest compared entry with this formula, charge and spin = 764.9 kJ/mol
Strongest force on any atom = 4.42 eV/A
Frontier orbital gap = 8.2 eV
E = -7824.39219 eV
LUMO = -0.131 eV